(1)
Computed, not measured: a molecular structure, C21H13Cl3GeN3O8Ti, with ωB97M-V with the def2-TZVPD basis set.

Calculated values
* charge: 0
* energy relative to the best compared isomer or geometry (same formula, charge and spin): 67.1 kcal per mole
* DFT total energy: -160043.131 eV
* multiplicity: 2
* HOMO level (alpha / beta): -6.4 / -6.5 eV
* Kohn-Sham gap (alpha / beta): 4.25 / 4.78 eV
* ⟨S²⟩: 0.78

Element x y z (Å)
Ti (0.0032, 0.4415, -0.0119)
O (1.3711, 3.7180, 2.0016)
C (0.7172, 2.6144, 1.6138)
O (1.1699, 1.8991, 0.6551)
C (-0.4821, 2.1898, 2.2455)
C (-1.1376, 2.6743, 3.3945)
C (-2.2586, 1.9852, 3.8425)
C (-2.7307, 0.8642, 3.1743)
C (-2.0307, 0.4255, 2.0271)
N (-0.9265, 1.0882, 1.6058)
C (-2.2136, -0.6954, 1.1904)
O (-3.2638, -1.5395, 1.2234)
O (-1.2791, -0.9369, 0.3338)
H (2.1670, 3.8247, 1.4581)
H (-0.7531, 3.5400, 3.9064)
H (-2.7636, 2.3108, 4.7383)
H (-3.5910, 0.3237, 3.5338)
H (-3.8351, -1.3344, 1.9727)
O (3.4081, -1.3973, -1.2546)
C (2.4229, -0.7121, -1.1375)
O (1.4201, -0.9086, -0.3378)
C (2.1712, 0.5324, -1.9811)
C (2.9293, 1.0254, -3.0316)
C (2.4329, 2.1180, -3.7418)
C (1.2143, 2.6822, -3.3866)
C (0.5288, 2.1272, -2.3111)
N (1.0199, 1.0932, -1.6486)
C (-0.8450, 2.4914, -1.7636)
O (-1.4922, 3.4055, -2.2310)
O (-1.1902, 1.7112, -0.7981)
H (3.8679, 0.5623, -3.2901)
H (2.9900, 2.5143, -4.5780)
H (0.7915, 3.5170, -3.9261)
Cl (-0.9626, -2.9550, 2.9883)
Ge (0.6596, -2.3825, 1.5102)
Cl (2.2990, -3.7870, 2.0792)
Cl (1.2848, -0.4742, 2.4488)
N (-0.7965, -0.6965, -2.1445)
C (-1.6068, -1.4194, -2.5229)
C (-2.5499, -2.3529, -2.9982)
C (-3.2362, -3.1586, -2.0855)
C (-4.0982, -4.1289, -2.5609)
C (-4.2821, -4.2947, -3.9261)
C (-3.6125, -3.4823, -4.8285)
C (-2.7471, -2.5071, -4.3737)
H (-3.0833, -3.0112, -1.0253)
H (-4.6204, -4.7679, -1.8657)
H (-4.9488, -5.0624, -4.2893)
H (-3.7555, -3.6210, -5.8892)
H (-2.2201, -1.8668, -5.0657)


(2)
Computed, not measured: 2 unconnected molecules or ions with the total composition C33H22BF9O, with ωB97M-V with the def2-TZVPD basis set.

Calculated values
* charge: 0
* energy relative to the best compared isomer or geometry (same formula, charge and spin): 22.6 kcal per mole
* DFT total energy: -61757.156 eV
* HOMO level: -7.7 eV
* Kohn-Sham gap: 4.97 eV

Element x y z (Å)
F (-4.2190, -4.0413, 4.5185)
C (-3.2585, -3.2936, 3.8770)
C (-2.4102, -2.4836, 4.6258)
C (-1.4294, -1.7583, 3.9556)
F (-0.6104, -0.9996, 4.7539)
C (-1.2240, -1.8329, 2.5679)
B (-0.0129, -1.1802, 1.7372)
C (1.0229, -0.3012, 2.6104)
C (0.9803, 1.0917, 2.6662)
F (-0.0783, 1.7456, 2.0693)
C (1.8952, 1.8780, 3.3611)
C (2.8633, 1.2105, 4.1104)
F (3.7529, 1.9572, 4.8499)
C (2.9586, -0.1822, 4.1309)
C (2.0344, -0.8948, 3.3703)
F (2.0969, -2.2598, 3.4372)
C (0.8203, -2.2423, 0.8448)
C (1.6029, -1.7749, -0.2180)
F (1.6589, -0.4158, -0.4547)
C (2.3970, -2.5857, -1.0263)
C (2.4563, -3.9388, -0.7008)
F (3.2847, -4.7601, -1.4312)
C (1.7149, -4.4826, 0.3475)
C (0.8891, -3.6219, 1.0681)
F (0.1745, -4.2108, 2.0779)
H (-0.5154, -0.3996, 0.9051)
C (-2.1714, -2.6065, 1.8879)
F (-2.0623, -2.7206, 0.5148)
C (-3.1769, -3.3550, 2.4828)
H (-2.4797, -2.4234, 5.7128)
H (1.8231, 2.9660, 3.3269)
H (3.7105, -0.7032, 4.7169)
H (2.9761, -2.1508, -1.8392)
H (1.7792, -5.5325, 0.6176)
H (-3.8420, -3.9796, 1.8870)
C (-1.4348, -1.2957, -6.7569)
O (-1.5504, -1.8350, -5.4231)
C (-1.5902, -0.9604, -4.3871)
C (-1.6729, -1.5277, -3.0868)
C (-1.5642, -0.7242, -1.9863)
C (-1.3609, 0.6777, -2.1044)
C (-1.1664, 1.4505, -0.9379)
C (-0.5096, 2.7124, -0.9390)
C (-0.8351, 3.6873, 0.0473)
C (-0.1061, 4.8548, 0.1618)
C (0.9677, 5.1174, -0.7021)
C (1.8283, 6.3195, -0.4866)
C (1.2226, 4.2310, -1.7559)
C (0.5062, 3.0511, -1.8843)
C (-1.3943, 1.2414, -3.4194)
C (-1.5023, 0.4500, -4.5429)
H (-1.3439, -2.1843, -7.3810)
H (-2.3304, -0.7239, -7.0339)
H (-0.5447, -0.6603, -6.8494)
H (-1.8135, -2.6038, -2.9995)
H (-1.6138, -1.1487, -0.9854)
H (-1.6659, 1.1212, -0.0270)
H (-1.6792, 3.4944, 0.7078)
H (-0.3412, 5.5775, 0.9432)
H (2.6217, 6.3634, -1.2358)
H (1.2465, 7.2449, -0.5459)
H (2.2974, 6.2948, 0.5033)
H (2.0115, 4.4704, -2.4710)
H (0.7283, 2.3645, -2.7018)
H (-1.3263, 2.3233, -3.5375)
H (-1.4858, 0.8994, -5.5439)


(3)
Computed, not measured: 12 unconnected molecules or ions with the total composition C4H35N3O11, with ωB97M-V with the def2-TZVPD basis set.

Calculated values
* charge: +2
* energy relative to the best compared isomer or geometry (same formula, charge and spin): 100.6 kcal per mole
* DFT total energy: -31691.828 eV
* HOMO level: -16.2 eV
* Kohn-Sham gap: 10.78 eV

Element x y z (Å)
C (-0.7319, 1.9999, 1.0986)
C (-1.9274, 1.4428, 1.9519)
C (-1.9739, -0.0002, 2.5095)
N (0.4196, -1.6194, 2.1080)
C (0.2771, -0.7500, 3.2361)
N (-0.7946, 0.0404, 3.4022)
N (-0.9361, 1.9164, -0.4318)
H (-0.4766, 3.0568, 1.3724)
H (0.2878, 1.6251, 1.4641)
H (-2.1245, 2.1472, 2.7554)
H (-2.8696, 1.6538, 1.3902)
H (-1.8274, -0.7314, 1.5772)
H (-2.8064, -0.0480, 3.3307)
H (1.2829, -1.8065, 1.7383)
H (-0.2237, -1.8001, 1.3304)
H (1.0440, -0.7953, 4.0126)
H (-0.8389, 0.6538, 4.3227)
H (-1.8948, 1.8335, -0.5497)
H (-0.7171, 0.9956, -0.8551)
H (-0.4623, 2.7372, -0.8524)
H (2.1683, -4.1213, 2.1435)
H (2.7318, -4.4354, 0.7538)
O (2.1462, -3.8238, 1.2022)
H (1.8230, 2.3689, -2.3649)
H (1.3832, 1.0290, -1.6783)
O (1.4764, 1.9695, -1.4864)
H (-1.3125, -2.3463, -3.1191)
H (-1.8896, -0.9663, -2.9111)
O (-1.6876, -1.8536, -2.3974)
H (0.5424, -1.0785, -0.5426)
H (-0.5089, -2.0397, -1.2048)
O (-0.3064, -1.4803, -0.4500)
H (0.7185, 5.2717, 1.1998)
H (1.9301, 4.6175, 1.7043)
O (1.0719, 4.5181, 1.4742)
H (-3.4619, 4.2640, -0.1482)
H (-4.2153, 2.9545, 0.4083)
O (-3.3597, 3.4075, 0.3112)
H (-3.4279, -0.5780, -0.5228)
H (-2.1469, -0.8735, -1.1196)
O (-2.5930, -0.2631, -0.6903)
H (3.2215, -0.5386, -1.3477)
H (2.1797, -1.2472, -2.2763)
O (2.2860, -0.6829, -1.4585)
H (2.6725, -1.9101, 0.9589)
H (3.8347, -2.2494, 1.6940)
O (3.6056, -1.5764, 1.0495)
H (3.4358, -2.5935, -3.4622)
H (2.0381, -3.2507, -3.5896)
O (2.4786, -2.4193, -3.3585)
H (-0.2165, -0.1144, -4.9325)
H (0.6022, -1.7132, -4.5027)
O (0.0734, -0.7969, -4.2478)


(4)
Computed, not measured: a molecular structure, C13H16AlI2N3O, with ωB97M-V with the def2-TZVPD basis set.

Calculated values
* charge: -2
* energy relative to the best compared isomer or geometry (same formula, charge and spin): 109.6 kcal per mole
* DFT total energy: -43051.346 eV
* HOMO level (alpha / beta): 1.3 / 1.3 eV
* Kohn-Sham gap (alpha / beta): 2.81 / 2.82 eV

Element x y z (Å)
C (2.2957, 1.3071, -0.9851)
I (3.9778, 0.1599, -1.1267)
H (2.3554, 2.4089, -1.0147)
H (2.2855, 0.8615, -2.0551)
H (2.1627, 0.9110, 0.0634)
C (-0.2470, -2.1602, -2.8302)
C (-0.0106, -0.1353, -1.9198)
N (0.2640, -1.4676, -1.7652)
H (-1.3691, -1.3922, -4.5928)
I (-3.6413, 0.3473, -1.1722)
N (-0.6980, -0.0265, -3.0905)
H (-0.1304, -3.2321, -2.9318)
Al (-1.3312, 0.3178, -0.3263)
C (0.4758, 1.0224, -1.1815)
O (-0.3582, 1.8803, -0.7277)
C (-0.8516, -1.2587, -3.6527)
C (-1.1739, 1.2253, -3.6537)
H (-1.3059, 1.0746, -4.7308)
H (-0.4498, 2.0291, -3.4789)
H (-2.1436, 1.4990, -3.2124)
C (0.9870, -2.0637, -0.6525)
H (1.0552, -3.1443, -0.8329)
H (0.4531, -1.8757, 0.2877)
H (1.9978, -1.6402, -0.5899)
N (-0.7936, -0.2972, 1.2211)
C (-0.6299, -0.0386, 2.4862)
C (0.1394, -0.9134, 3.3374)
C (0.3897, -0.5852, 4.6609)
C (-0.1298, 0.5996, 5.2146)
C (-0.9103, 1.4631, 4.4243)
C (-1.1707, 1.1574, 3.1003)
H (0.5319, -1.8245, 2.8795)
H (0.9923, -1.2543, 5.2767)
H (0.0678, 0.8509, 6.2576)
H (-1.3175, 2.3809, 4.8526)
H (-1.7689, 1.8137, 2.4613)


Which value of DFT total energy does entry 1 give? -160043.131 eV


Number 1 is which compound? C21H13Cl3GeN3O8Ti


The lowest energy relative to the best compared isomer or geometry (same formula, charge and spin) belongs to which entry? C33H22BF9O